Record 1
{
  "formula": "C39H39N8O6OsS2",
  "method": "ωB97M-V with the def2-TZVPD basis set",
  "gap_ev": 7.6,
  "e_tot_ha": -3286.01870,
  "e_homo_ev": -10.94,
  "total_charge": 1,
  "de_lowest_kcal_mol": 0.0,
  "elements": ["Os", "N", "C", "N", "C", "N", "N", "C", "N", "C", "C", "C", "C", "C", "N", "H", "H", "H", "H", "H", "H", "H", "H", "C", "C", "C", "C", "C", "C", "C", "S", "O", "O", "N", "C", "C", "O", "O", "H", "H", "H", "H", "H", "H", "H", "H", "H", "C", "C", "C", "C", "C", "C", "C", "C", "C", "C", "O", "O", "H", "H", "H", "H", "H", "H", "H", "H", "H", "H", "H", "N", "S", "C", "C", "C", "C", "C", "C", "C", "C", "C", "C", "C", "C", "H", "H", "H", "H", "H", "H", "H", "H", "H", "H", "H"],
  "coordinates": [[1.2770, -0.0449, 1.4302], [1.7161, 0.7231, 4.6654], [2.8509, 0.3149, 4.1238], [3.9059, 0.1720, 4.9183], [5.0696, -0.0544, 4.3251], [6.1504, -0.2227, 5.0839], [5.2546, -0.1105, 2.9798], [4.1588, -0.0241, 2.2820], [2.9109, 0.1436, 2.7619], [4.2355, -0.1551, 0.8202], [5.4322, -0.1480, 0.1263], [5.3864, -0.2492, -1.2526], [4.1521, -0.3538, -1.8768], [3.0048, -0.3529, -1.1062], [3.0480, -0.2617, 0.2228], [1.6893, 0.8509, 5.6624], [0.9037, 0.9166, 4.0865], [6.0632, -0.1945, 6.0846], [7.0391, -0.4008, 4.6513], [6.3564, -0.0540, 0.6758], [6.2979, -0.2363, -1.8341], [4.0685, -0.4280, -2.9513], [2.0215, -0.4208, -1.5512], [-5.7815, 1.4535, -1.3692], [-4.6382, 1.5322, -0.3982], [-4.1757, 2.7635, 0.0600], [-3.1126, 2.8452, 0.9424], [-2.4848, 1.6809, 1.3642], [-2.9319, 0.4467, 0.9269], [-4.0055, 0.3777, 0.0532], [-1.1597, 1.8602, 2.5286], [-0.2427, 2.8143, 1.9599], [-1.7586, 2.1301, 3.8064], [-0.3494, 0.4661, 2.6358], [-0.9079, -0.5597, 3.5218], [-0.1410, -1.8309, 3.2184], [-0.5763, -2.9507, 3.3052], [1.1007, -1.5792, 2.8297], [-6.4496, 2.3061, -1.2604], [-6.3615, 0.5430, -1.2242], [-5.4141, 1.4520, -2.3977], [-4.6576, 3.6725, -0.2778], [-2.7585, 3.8065, 1.2901], [-2.4313, -0.4568, 1.2519], [-4.3586, -0.5888, -0.2894], [-1.9816, -0.7073, 3.4066], [-0.7371, -0.3172, 4.5765], [-2.3261, 5.4112, -3.6492], [-1.5503, 4.4090, -2.8464], [-1.7077, 3.0454, -3.0662], [-1.0226, 2.0990, -2.3232], [-1.2434, 0.6461, -2.6542], [-0.1298, 2.5369, -1.3292], [0.1109, 3.9125, -1.1407], [1.1307, 4.4638, -0.1849], [-0.6283, 4.8169, -1.8939], [0.5044, 1.5715, -0.4219], [1.6064, 1.7711, 0.1548], [-0.0510, 0.4513, -0.1136], [-3.2918, 5.0100, -3.9538], [-1.7804, 5.6811, -4.5556], [-2.4932, 6.3253, -3.0818], [-2.3944, 2.7084, -3.8340], [-1.9022, 0.5595, -3.5174], [-1.6980, 0.1151, -1.8197], [-0.3051, 0.1446, -2.9021], [0.9577, 4.1205, 0.8330], [1.0926, 5.5513, -0.2034], [2.1351, 4.1493, -0.4664], [-0.4666, 5.8759, -1.7333], [0.9916, -1.8639, 0.3725], [-0.4294, -2.1390, -0.4170], [-1.0120, -3.7092, 0.1800], [-0.1854, -4.8240, 0.2141], [-0.7021, -6.0156, 0.6864], [-2.0266, -6.0845, 1.1051], [-2.8390, -4.9637, 1.0649], [-2.3297, -3.7588, 0.6031], [0.0714, -2.5962, -2.0717], [1.3850, -2.8982, -2.3800], [1.6917, -3.2833, -3.6781], [0.6927, -3.3614, -4.6374], [-0.6234, -3.0603, -4.3067], [-0.9418, -2.6721, -3.0162], [1.0658, -2.5512, 1.1228], [0.8432, -4.7611, -0.1168], [-0.0751, -6.8951, 0.7256], [-2.4238, -7.0220, 1.4683], [-3.8640, -5.0198, 1.4032], [-2.9446, -2.8680, 0.5893], [2.1463, -2.8444, -1.6111], [2.7124, -3.5311, -3.9355], [0.9370, -3.6636, -5.6465], [-1.4010, -3.1264, -5.0548], [-1.9637, -2.4321, -2.7487]]
}

Record 2
{
  "formula": "C39H40BF4N3O2Sc",
  "method": "ωB97M-V with the def2-TZVPD basis set",
  "gap_ev": 7.8,
  "e_tot_ha": -3010.36751,
  "e_homo_ev": -5.26,
  "total_charge": -1,
  "elements": ["Sc", "N", "C", "C", "C", "C", "C", "C", "C", "C", "C", "C", "C", "C", "C", "H", "H", "H", "H", "H", "H", "H", "H", "H", "H", "F", "B", "F", "F", "F", "C", "C", "C", "C", "C", "C", "C", "C", "C", "C", "C", "C", "N", "H", "H", "H", "H", "H", "H", "H", "H", "H", "H", "H", "H", "H", "H", "H", "H", "H", "C", "O", "C", "C", "C", "C", "C", "C", "N", "C", "C", "C", "C", "C", "C", "C", "O", "H", "H", "H", "H", "H", "H", "H", "H", "H", "H", "H", "H", "H"],
  "coordinates": [[-0.1426, 1.6369, -0.5160], [1.7699, 1.7114, 0.1159], [2.7921, 1.4475, 0.7974], [2.6911, 0.6831, 2.0948], [1.7091, 1.0325, 3.0194], [1.5045, 0.2664, 4.1549], [2.2527, -0.8850, 4.3625], [3.2274, -1.2456, 3.4451], [3.4594, -0.4557, 2.3269], [4.1680, 1.8439, 0.3419], [4.3553, 2.2181, -0.9880], [5.6106, 2.5699, -1.4531], [6.6980, 2.5773, -0.5876], [6.5155, 2.2420, 0.7450], [5.2593, 1.8754, 1.2077], [1.1120, 1.9167, 2.8308], [0.7522, 0.5553, 4.8784], [2.0635, -1.5080, 5.2276], [3.8121, -2.1444, 3.6034], [4.2301, -0.7329, 1.6164], [3.4912, 2.2267, -1.6398], [5.7454, 2.8427, -2.4926], [7.6820, 2.8488, -0.9504], [7.3562, 2.2686, 1.4282], [5.1264, 1.6195, 2.2514], [-1.7642, 4.1706, -1.7227], [-0.3997, 4.1269, -1.5928], [0.0467, 2.8165, -2.1736], [0.2530, 5.1534, -2.2107], [-0.0132, 3.9906, -0.2350], [-4.0445, -0.6449, -3.4781], [-2.7653, 0.1101, -3.8610], [-2.7192, 1.5256, -3.2948], [-1.5434, -0.7983, -3.6495], [-1.3644, -1.5960, -4.7831], [-0.3258, -2.4837, -4.9322], [0.6041, -2.5392, -3.9176], [0.4909, -1.7713, -2.7635], [1.7029, -1.9056, -1.8507], [1.4051, -2.2466, -0.3816], [2.6095, -0.6808, -1.9873], [-0.6273, -0.9068, -2.5493], [-0.7269, -0.2196, -1.3034], [-4.9272, -0.1387, -3.8778], [-4.1480, -0.7006, -2.4025], [-4.0221, -1.6619, -3.8768], [-2.8160, 0.2366, -4.9458], [-2.3225, 1.5396, -2.2981], [-3.7223, 1.9551, -3.2633], [-2.0930, 2.1660, -3.9156], [-2.0777, -1.4944, -5.5946], [-0.2160, -3.0818, -5.8282], [1.4594, -3.1969, -4.0253], [2.2700, -2.7476, -2.2521], [1.5906, -1.3816, 0.2558], [2.0590, -3.0504, -0.0350], [0.3743, -2.5826, -0.2659], [2.0607, 0.2231, -1.7407], [2.9789, -0.5943, -3.0111], [3.4664, -0.7540, -1.3128], [-1.8687, 1.0780, 3.7088], [-2.6984, 0.0647, 3.1578], [-2.0823, -1.1558, 3.0961], [-2.3958, -2.0415, 4.1204], [-1.7791, -3.2752, 4.2353], [-0.8040, -3.6131, 3.3118], [-0.5028, -2.7441, 2.2786], [-1.1406, -1.5098, 2.1131], [-0.7510, -0.7016, 1.0113], [-1.5924, -0.7471, -0.2530], [-2.8868, -0.0182, 0.0822], [-4.0822, -0.7052, 0.2004], [-5.2635, -0.0578, 0.5345], [-5.2361, 1.3053, 0.7890], [-4.0433, 2.0026, 0.7309], [-2.8465, 1.3544, 0.4062], [-1.7025, 2.0204, 0.4185], [-2.4648, 1.9877, 3.7222], [-0.9804, 1.2412, 3.0969], [-1.5709, 0.8173, 4.7323], [-3.1300, -1.7122, 4.8459], [-2.0419, -3.9411, 5.0472], [-0.2840, -4.5607, 3.3868], [0.2619, -3.0263, 1.5643], [0.1685, -1.0045, 0.7210], [-1.8445, -1.8010, -0.4638], [-4.0848, -1.7792, 0.0394], [-6.1922, -0.6116, 0.5960], [-6.1465, 1.8272, 1.0614], [-3.9885, 3.0594, 0.9649]]
}